Record 1
Entry from the Open Molecules 2025 dataset: C49H50BrN3O11PS2Ta as an isolated structure in a non-equilibrium geometry (ωB97M-V/def2-TZVPD).

Structure (ORCA input):
```
! wB97M-V def2-TZVPD RIJCOSX def2/J DEFGRID3
* xyz -2 1
Ta 0.144 2.003 0.970
O 0.528 -0.599 3.804
C 1.091 -0.295 2.812
O 0.428 0.271 1.781
C 2.633 -0.498 2.548
C 3.007 -1.080 1.088
C 4.349 -1.771 1.102
C 5.228 -0.561 1.329
C 4.231 0.653 1.106
O 3.301 0.091 0.320
C 3.519 0.831 2.488
C 2.767 2.142 2.661
O 3.051 2.874 3.543
O 1.898 2.529 1.689
H 3.067 -1.211 3.259
H 2.309 -1.683 0.578
H 4.510 -2.244 0.192
H 4.436 -2.598 1.852
H 6.045 -0.476 0.548
H 5.674 -0.471 2.321
H 4.622 1.519 0.570
H 4.238 0.837 3.300
C -3.959 2.723 -4.266
C -3.548 3.545 -3.042
C -4.398 4.767 -2.868
O -3.482 2.718 -1.863
C -2.218 2.050 -1.986
C -1.294 3.274 -2.194
O -2.169 4.000 -3.116
C -0.640 4.218 -1.163
O -0.333 3.523 -0.004
C -1.672 5.313 -0.681
C -1.501 6.603 -1.056
C -2.313 7.653 -0.532
C -3.336 7.359 0.359
C -3.506 6.009 0.691
C -2.657 5.003 0.231
C 0.657 4.762 -1.795
C 1.727 4.968 -0.948
C 2.997 5.133 -1.514
C 3.151 5.173 -2.916
C 2.029 5.130 -3.750
C 0.773 4.994 -3.145
C -2.023 0.845 -1.060
O -1.414 1.121 0.133
C -3.447 0.386 -0.876
C -4.209 0.873 0.158
C -5.559 0.607 0.170
C -6.053 -0.449 -0.571
C -5.296 -1.031 -1.547
C -3.981 -0.574 -1.750
C -1.221 -0.339 -1.666
C -0.847 -0.461 -3.019
C -0.200 -1.595 -3.486
C -0.063 -2.650 -2.634
C -0.380 -2.608 -1.269
C -0.849 -1.329 -0.780
H -4.319 1.765 -3.971
H -3.147 2.707 -4.945
H -4.741 3.236 -4.893
H -5.393 4.532 -3.096
H -4.014 5.508 -3.564
H -4.257 5.058 -1.848
H -2.232 1.628 -2.951
H -0.424 2.827 -2.729
H -0.681 6.889 -1.663
H -2.177 8.643 -0.856
H -3.963 8.068 0.716
H -4.303 5.744 1.318
H -2.810 3.999 0.586
H 1.754 4.742 0.140
H 3.893 5.289 -0.880
H 4.120 5.231 -3.393
H 2.046 5.104 -4.892
H -0.080 4.975 -3.784
H -3.803 1.636 0.839
H -6.185 1.111 0.997
H -7.091 -0.721 -0.480
H -5.653 -1.855 -2.172
H -3.353 -0.941 -2.496
H -1.040 0.360 -3.701
H 0.005 -1.631 -4.527
H 0.562 -3.527 -2.979
H -0.274 -3.484 -0.543
H -1.148 -1.369 0.254
Br -1.202 3.011 3.045
C -0.362 -5.396 4.218
C 1.132 -4.970 4.295
C 1.915 -5.680 5.395
O 1.836 -5.112 3.063
P 1.730 -6.352 2.002
S 3.483 -6.480 1.182
S 0.110 -6.289 0.865
O 1.344 -7.548 3.079
C 1.713 -8.856 2.679
C 2.946 -9.270 3.414
C 0.453 -9.682 2.835
H -0.916 -5.084 5.089
H -0.510 -6.489 4.273
H -0.801 -5.040 3.301
H 1.046 -3.885 4.475
H 1.699 -6.721 5.360
H 1.493 -5.291 6.345
H 3.034 -5.517 5.297
H 1.887 -8.870 1.626
H 2.778 -9.432 4.474
H 3.825 -8.621 3.303
H 3.296 -10.253 3.006
H 0.018 -9.581 3.823
H 0.531 -10.793 2.755
H -0.229 -9.290 2.074
N 1.107 1.564 -0.850
C 1.703 1.490 -1.860
C 2.335 1.425 -3.073
C 3.728 1.197 -3.125
N 4.895 1.181 -3.306
C 1.670 1.476 -4.314
N 1.181 1.652 -5.337
*
```

- HOMO: -2.76 eV
- E_tot: -6658.20260 a.u.
- Energy above the lowest of the compared OMol25 structures with the same formula, charge and spin: 2.068 eV
- Gap between HOMO and LUMO: 6.4808 eV

Record 2
Entry from the Open Molecules 2025 dataset: C49H51N3O3P2PdS as an isolated structure (ωB97M-V/def2-TZVPD).

Structure (ORCA input):
```
! wB97M-V def2-TZVPD RIJCOSX def2/J DEFGRID3
* xyz -2 1
Pd 0.226 -0.114 0.153
C 1.455 -3.506 -2.309
N 0.567 -2.735 -1.446
P -0.097 -1.227 -2.098
C -0.500 -1.882 -3.821
C -1.493 -2.810 -4.136
C -1.705 -3.207 -5.450
C -0.938 -2.669 -6.478
C 0.044 -1.733 -6.181
C 0.257 -1.348 -4.863
C -1.826 -1.317 -1.415
C -2.418 -2.482 -0.920
C -3.743 -2.487 -0.509
C -4.510 -1.331 -0.588
C -3.933 -0.165 -1.075
C -2.607 -0.157 -1.485
P 0.977 -2.396 0.203
C 1.041 -4.176 0.769
C -0.133 -4.650 1.363
C -0.236 -5.950 1.836
C 0.851 -6.811 1.745
C 2.032 -6.353 1.179
C 2.127 -5.051 0.700
C 2.784 -2.002 0.169
C 3.637 -2.338 1.221
C 4.973 -1.957 1.210
C 5.482 -1.222 0.150
C 4.636 -0.844 -0.884
C 3.299 -1.218 -0.868
H 0.885 -3.960 -3.123
H 1.921 -4.307 -1.736
H 2.254 -2.900 -2.760
H -2.110 -3.223 -3.347
H -2.477 -3.936 -5.676
H -1.118 -2.966 -7.505
H 0.631 -1.292 -6.979
H 1.003 -0.595 -4.629
H -1.824 -3.384 -0.851
H -4.182 -3.401 -0.121
H -5.545 -1.339 -0.266
H -4.520 0.745 -1.130
H -2.141 0.745 -1.865
H -0.971 -3.966 1.463
H -1.158 -6.289 2.295
H 0.780 -7.827 2.118
H 2.888 -7.016 1.108
H 3.059 -4.719 0.260
H 3.243 -2.875 2.075
H 5.615 -2.221 2.044
H 6.524 -0.919 0.146
H 5.013 -0.238 -1.700
H 2.640 -0.873 -1.653
C -5.448 6.384 -2.720
C -4.166 5.588 -2.749
C -3.107 5.958 -3.573
C -1.940 5.205 -3.613
C -1.820 4.074 -2.823
C -2.861 3.697 -1.987
C -4.022 4.453 -1.953
S -0.366 3.023 -3.023
O 0.688 3.916 -3.477
O -0.796 2.032 -3.989
N -0.137 2.314 -1.647
C -0.039 3.027 -0.478
C 0.339 4.394 -0.414
C 0.342 5.051 0.796
C -0.039 4.369 1.937
C -0.364 3.030 1.806
N -0.348 2.340 0.661
H -5.306 7.374 -3.158
H -5.806 6.509 -1.696
H -6.234 5.875 -3.284
H -3.198 6.847 -4.192
H -1.106 5.486 -4.247
H -2.751 2.823 -1.352
H -4.836 4.158 -1.296
H 0.649 4.887 -1.323
H 0.650 6.089 0.848
H -0.068 4.838 2.911
H -0.672 2.471 2.681
C -0.581 -2.196 3.868
C -1.165 -0.778 3.829
C -1.837 -0.501 2.473
C -0.136 0.287 4.186
C -0.426 1.142 5.239
C 0.439 2.160 5.637
C 1.636 2.302 4.942
C 1.976 1.489 3.872
C 3.327 1.708 3.213
C 4.259 0.536 3.546
C 3.261 1.931 1.697
C 1.093 0.432 3.443
O 1.403 -0.369 2.488
H -1.360 -2.939 3.660
H -0.151 -2.409 4.852
H 0.205 -2.284 3.120
H -1.943 -0.727 4.600
H -1.079 -0.336 1.686
H -2.471 0.389 2.527
H -2.458 -1.349 2.162
H -1.364 1.011 5.774
H 0.192 2.806 6.472
H 2.326 3.090 5.238
H 3.754 2.615 3.655
H 3.851 -0.378 3.112
H 4.345 0.404 4.629
H 5.262 0.701 3.134
H 2.645 1.166 1.232
H 4.264 1.872 1.258
H 2.839 2.912 1.461
*
```

- HOMO: -0.88 eV
- E_tot: -3496.63450 a.u.
- Energy above the lowest of the compared OMol25 structures with the same formula, charge and spin: 0.685 eV
- Gap between HOMO and LUMO: 4.9693 eV

Record 3
Entry from the Open Molecules 2025 dataset: one molecule with the formula C49H55N9O7 (ωB97M-V/def2-TZVPD).

Structure (ORCA input):
```
! wB97M-V def2-TZVPD RIJCOSX def2/J DEFGRID3
* xyz 0 1
C 0.202 -11.364 -9.746
H 1.088 -11.899 -10.093
H -0.049 -10.558 -10.432
H -0.625 -12.072 -9.666
O 0.451 -10.749 -8.493
C 0.709 -11.611 -7.476
O 0.713 -12.811 -7.596
N 0.986 -10.961 -6.328
H 1.110 -11.520 -5.494
C 0.882 -9.535 -6.116
C 1.739 -9.225 -4.891
O 1.684 -9.945 -3.900
N 2.543 -8.156 -4.933
C 2.802 -7.252 -6.039
C 3.613 -6.123 -5.406
H 4.258 -5.626 -6.128
C 4.389 -6.832 -4.301
H 4.722 -6.147 -3.527
C 3.358 -7.815 -3.758
C 2.480 -7.200 -2.716
N 2.379 -5.931 -2.432
C 1.422 -5.826 -1.457
C 0.942 -7.085 -1.166
N 1.625 -7.946 -1.969
H 1.497 -8.943 -2.077
H 0.199 -7.425 -0.475
C 1.052 -4.539 -0.900
C 1.690 -3.389 -1.362
C 1.352 -2.152 -0.848
C 0.353 -2.032 0.128
C -0.269 -3.189 0.594
C 0.075 -4.424 0.092
H -0.418 -5.308 0.465
H -1.030 -3.102 1.354
C 0.008 -0.701 0.559
C -1.044 -0.208 1.286
C -0.867 1.197 1.375
C -1.606 2.205 1.989
C -1.148 3.510 1.919
C 0.053 3.796 1.244
C 0.799 2.819 0.626
C 0.329 1.510 0.676
N 0.825 0.340 0.164
C 2.063 0.099 -0.538
C 2.431 1.242 -1.455
C 3.679 1.843 -1.384
C 4.000 2.876 -2.248
C 3.080 3.306 -3.188
C 1.838 2.698 -3.269
C 1.514 1.666 -2.408
H 0.548 1.187 -2.466
H 1.120 3.029 -4.004
H 3.331 4.114 -3.859
H 4.971 3.345 -2.185
H 4.395 1.508 -0.647
O 1.974 -1.044 -1.365
H 2.871 -0.066 0.208
H 1.718 3.070 0.122
H 0.380 4.823 1.225
C -1.882 4.604 2.532
C -3.065 4.582 3.237
N -3.331 5.875 3.574
C -2.314 6.630 3.086
N -1.435 5.896 2.458
C -2.240 8.108 3.291
N -1.803 8.411 4.664
C -2.615 8.141 5.692
O -3.761 7.737 5.519
C -2.062 8.347 7.107
N -2.882 9.323 7.794
C -2.591 10.639 7.701
O -1.563 11.090 7.251
O -3.597 11.380 8.216
C -3.393 12.784 8.275
H -3.251 13.080 9.316
H -2.512 13.055 7.691
H -4.282 13.267 7.869
H -3.839 9.069 7.985
H -1.057 8.769 7.066
C -1.985 7.012 7.878
C -1.159 6.014 7.067
H -0.186 6.430 6.816
H -1.004 5.103 7.639
H -1.669 5.752 6.143
C -3.359 6.434 8.208
H -3.972 6.380 7.313
H -3.247 5.431 8.613
H -3.871 7.041 8.950
H -1.461 7.219 8.818
C -0.544 9.132 4.665
C -0.526 9.800 3.292
H 0.482 10.054 2.973
C -1.183 8.757 2.395
H -1.624 9.186 1.498
H -0.468 7.989 2.103
H -1.124 10.712 3.321
H -0.509 9.869 5.467
H 0.291 8.430 4.764
H -3.240 8.541 3.150
H -4.071 6.232 4.163
H -3.720 3.782 3.512
H -2.518 1.960 2.511
H -1.855 -0.774 1.698
H 2.445 -3.469 -2.126
H 3.798 -8.736 -3.359
H 5.245 -7.370 -4.710
H 2.946 -5.391 -4.954
H 1.877 -6.885 -6.483
H 3.387 -7.770 -6.810
H 1.263 -9.032 -7.007
C -0.595 -9.106 -5.887
C -1.254 -9.933 -4.786
H -0.707 -9.836 -3.852
H -2.274 -9.590 -4.627
H -1.287 -10.984 -5.060
C -0.700 -7.615 -5.577
H -0.329 -7.016 -6.405
H -0.141 -7.360 -4.678
H -1.741 -7.347 -5.413
H -1.118 -9.305 -6.829
*
```

- HOMO: -7.08 eV
- E_tot: -2919.89718 a.u.
- Energy above the lowest of the compared OMol25 structures with the same formula, charge and spin: 0.155 eV
- Gap between HOMO and LUMO: 7.6539 eV

Record 4
Entry from the Open Molecules 2025 dataset: a 10-piece molecular cluster, C49H56N10O overall in a non-equilibrium geometry (ωB97M-V/def2-TZVPD).

Structure (ORCA input):
```
! wB97M-V def2-TZVPD RIJCOSX def2/J DEFGRID3
* xyz 0 1
C 13.378 12.105 12.235
O 14.344 12.215 13.244
C 15.570 12.628 12.665
C 16.643 12.752 13.713
C 17.854 13.535 13.265
N 17.277 11.480 14.042
H 12.435 11.858 12.724
H 13.746 11.347 11.544
H 13.224 13.034 11.686
H 15.897 11.865 11.959
H 15.406 13.598 12.197
H 16.247 13.182 14.633
H 17.608 14.589 13.137
H 18.337 13.116 12.382
H 18.576 13.629 14.076
H 16.570 10.844 14.382
H 17.611 11.123 13.158
C 20.031 14.954 16.517
C 20.435 15.308 17.844
C 21.783 15.617 18.086
N 22.682 15.655 17.039
C 22.231 15.381 15.779
C 20.963 14.994 15.490
H 19.067 14.497 16.349
H 19.707 15.276 18.641
H 22.131 16.022 19.025
H 22.928 15.507 14.964
H 20.745 14.738 14.463
C 17.324 12.689 18.227
C 16.366 12.567 17.207
C 15.229 13.331 17.233
N 15.010 14.248 18.223
C 15.863 14.280 19.301
C 17.109 13.580 19.267
H 18.207 12.070 18.281
H 16.580 11.847 16.431
H 14.534 13.290 16.408
H 15.770 15.073 20.029
H 17.866 13.681 20.031
C 10.759 11.311 16.524
C 10.891 12.203 15.477
C 9.985 12.045 14.413
N 8.966 11.142 14.371
C 8.836 10.316 15.497
C 9.720 10.401 16.595
H 11.420 11.414 17.372
H 11.595 13.018 15.402
H 10.028 12.705 13.559
H 7.991 9.644 15.483
H 9.660 9.716 17.427
C 14.108 17.775 15.480
C 14.737 16.831 14.739
C 14.581 16.905 13.338
N 13.725 17.822 12.728
C 13.194 18.806 13.524
C 13.289 18.748 14.888
H 14.086 17.832 16.559
H 15.190 15.988 15.240
H 15.030 16.154 12.704
H 12.557 19.547 13.062
H 12.803 19.388 15.609
C 13.548 8.613 17.264
C 14.747 7.990 17.645
C 15.803 7.840 16.712
N 15.724 8.198 15.440
C 14.483 8.668 15.061
C 13.352 8.840 15.899
H 12.799 8.780 18.024
H 14.846 7.549 18.625
H 16.596 7.171 17.013
H 14.266 8.798 14.011
H 12.409 9.208 15.523
C 20.677 10.654 14.956
C 21.045 9.476 14.411
C 22.431 9.195 14.375
N 23.407 10.091 14.769
C 22.930 11.274 15.247
C 21.631 11.621 15.411
H 19.649 10.804 15.254
H 20.283 8.730 14.236
H 22.795 8.256 13.985
H 23.593 12.075 15.537
H 21.296 12.535 15.879
C 18.892 7.954 9.617
C 17.555 8.156 9.850
C 17.178 9.095 10.838
N 18.080 9.734 11.647
C 19.403 9.524 11.375
C 19.874 8.633 10.376
H 19.187 7.369 8.758
H 16.815 7.562 9.332
H 16.152 9.208 11.158
H 20.103 10.124 11.937
H 20.932 8.579 10.166
C 10.451 6.954 11.915
C 11.353 6.672 10.927
C 12.435 7.573 10.787
N 12.706 8.578 11.674
C 11.800 8.754 12.681
C 10.697 7.954 12.862
H 9.582 6.321 12.022
H 11.265 5.811 10.281
H 13.139 7.365 9.995
H 12.009 9.507 13.427
H 10.027 8.160 13.684
C 15.111 12.664 9.309
C 15.287 14.054 9.719
C 16.627 14.521 9.753
N 17.713 13.738 9.554
C 17.473 12.432 9.322
C 16.205 11.840 9.142
H 14.094 12.337 9.151
H 14.483 14.746 9.922
H 16.722 15.559 10.035
H 18.316 11.776 9.161
H 16.139 10.788 8.905
*
```

- HOMO: -8.94 eV
- E_tot: -2523.39415 a.u.
- Energy above the lowest of the compared OMol25 structures with the same formula, charge and spin: 1.675 eV
- Gap between HOMO and LUMO: 9.4518 eV

> Which of these has the lowest HOMO?

C49H56N10O